Here is a 3-piece molecular cluster, C45H30INO6 overall at a distorted geometry from the OMol25 dataset. Energies are from ωB97M-V with the def2-TZVPD basis set.

HOMO: -9.17 eV
multiplicity: 1
structure (SMILES): O=C1c2cccc(CCCI)c2C(=O)N1c1ccccc1.O=C1c2ccccc2C(=O)c2ccccc21.O=C1c2ccccc2C(=O)c2ccccc21
electronic energy: -69029.6401 eV

Structure (XYZ):
```
83
C45H30INO6 | the OMol25 dataset | ωB97M-V with the def2-TZVPD basis set
O -2.890 0.016 -3.560
C -2.688 -0.984 -2.929
C -2.369 -2.330 -3.460
C -2.360 -2.773 -4.770
C -2.070 -4.118 -4.974
C -1.785 -4.969 -3.903
C -1.760 -4.515 -2.580
C -1.473 -5.452 -1.442
C -2.483 -6.616 -1.335
C -3.929 -6.196 -1.557
I -4.788 -5.281 0.174
C -2.064 -3.169 -2.396
C -2.155 -2.365 -1.147
O -1.859 -2.671 -0.029
N -2.663 -1.053 -1.496
C -3.937 -0.838 -0.828
C -3.916 -0.423 0.493
C -5.110 -0.269 1.185
C -6.320 -0.510 0.546
C -6.331 -0.908 -0.782
C -5.139 -1.075 -1.478
H -2.577 -2.097 -5.585
H -2.059 -4.525 -5.976
H -1.579 -6.016 -4.088
H -0.479 -5.879 -1.598
H -1.439 -4.921 -0.495
H -2.226 -7.418 -2.029
H -2.397 -7.012 -0.323
H -4.046 -5.478 -2.362
H -4.561 -7.051 -1.782
H -2.967 -0.232 0.974
H -5.089 0.041 2.221
H -7.249 -0.400 1.089
H -7.266 -1.107 -1.287
H -5.180 -1.405 -2.508
O -1.152 0.252 6.496
C -0.713 0.931 5.593
C -0.274 0.317 4.308
C -0.393 -1.057 4.137
C -0.014 -1.641 2.941
C 0.488 -0.856 1.908
C 0.616 0.512 2.075
C 0.239 1.103 3.274
C 0.403 2.575 3.433
O 0.886 3.245 2.545
C -0.051 3.193 4.711
C 0.062 4.568 4.874
C -0.378 5.163 6.044
C -0.935 4.387 7.056
C -1.042 3.016 6.902
C -0.598 2.412 5.732
H -0.786 -1.657 4.946
H -0.113 -2.710 2.806
H 0.772 -1.313 0.970
H 1.008 1.133 1.281
H 0.494 5.159 4.079
H -0.291 6.234 6.169
H -1.285 4.856 7.966
H -1.470 2.402 7.682
O 5.942 5.335 -2.357
C 5.546 4.200 -2.198
C 6.454 3.034 -2.402
C 7.777 3.265 -2.755
C 8.644 2.198 -2.919
C 8.194 0.896 -2.731
C 6.873 0.660 -2.391
C 5.997 1.726 -2.229
C 4.575 1.448 -1.878
O 4.168 0.309 -1.776
C 3.674 2.613 -1.654
C 2.353 2.383 -1.292
C 1.505 3.450 -1.052
C 1.973 4.754 -1.173
C 3.285 4.990 -1.545
C 4.140 3.922 -1.789
H 8.116 4.282 -2.894
H 9.676 2.380 -3.192
H 8.876 0.065 -2.852
H 6.509 -0.348 -2.247
H 2.003 1.365 -1.197
H 0.479 3.266 -0.763
H 1.310 5.586 -0.976
H 3.659 5.999 -1.646
```

Atomic partial charges in e from the Mulliken method, atoms 1 to 4: number 1, O, carries -0.60; number 2, C, carries -0.20; number 3, C, carries 0.20; number 4, C, carries -0.71

Here is C45H31F2MgN2O4PS2 as an isolated structure from the OMol25 dataset. Energies are from ωB97M-V with the def2-TZVPD basis set.

net charge: -2
HOMO: -1.99 eV
energy relative to the best compared isomer or geometry (same formula, charge and spin): 28.4 kJ/mol
multiplicity: 1
electronic energy: -100183.1786 eV

Structure (XYZ):
```
88
C45H31F2MgN2O4PS2 | the OMol25 dataset | ωB97M-V with the def2-TZVPD basis set
Mg 0.127 1.525 -2.330
O -0.349 0.198 2.440
C -0.206 0.351 1.134
O -1.051 0.160 0.295
C 1.181 0.832 0.787
C 2.236 0.762 1.682
C 3.480 1.214 1.257
C 3.625 1.731 -0.017
C 2.508 1.779 -0.841
N 1.320 1.324 -0.441
C 2.462 2.285 -2.285
O 3.692 2.974 -2.532
O 1.385 3.089 -2.463
H -1.237 -0.168 2.686
H 2.071 0.362 2.671
H 4.332 1.158 1.924
H 4.571 2.091 -0.394
H 3.447 3.596 -3.227
F -3.017 -1.822 -5.559
C -2.938 -0.753 -4.721
C -1.712 -0.337 -4.246
C -1.616 0.759 -3.387
C -2.810 1.431 -3.035
C -4.021 0.956 -3.530
F -5.211 1.538 -3.192
C -4.119 -0.129 -4.375
C -2.700 2.623 -2.145
C -3.725 3.542 -1.895
C -3.479 4.628 -1.075
C -2.222 4.806 -0.520
C -1.252 3.868 -0.825
N -1.492 2.816 -1.598
H -0.827 -0.885 -4.553
H -5.078 -0.474 -4.734
H -4.697 3.409 -2.339
H -4.272 5.340 -0.876
H -1.993 5.645 0.122
H -0.234 3.952 -0.464
C 2.271 0.983 -3.084
C 3.160 0.267 -3.628
C 4.062 -0.548 -4.219
C 4.701 -1.592 -3.392
C 4.046 -2.100 -2.260
C 4.645 -3.036 -1.436
C 5.922 -3.512 -1.713
C 6.587 -3.021 -2.828
C 5.990 -2.077 -3.651
C 4.379 -0.367 -5.641
C 4.165 0.870 -6.270
C 4.417 1.051 -7.618
C 4.906 0.009 -8.398
C 5.122 -1.223 -7.796
C 4.861 -1.409 -6.447
H 3.053 -1.731 -2.032
H 4.106 -3.400 -0.568
H 6.389 -4.247 -1.069
H 7.590 -3.367 -3.056
H 6.541 -1.690 -4.499
H 3.786 1.689 -5.672
H 4.234 2.022 -8.066
H 5.109 0.154 -9.453
H 5.486 -2.058 -8.386
H 5.012 -2.389 -6.010
S -3.011 -1.209 3.554
P -2.481 -1.298 5.475
S -0.583 -1.257 6.016
C -3.411 0.023 6.365
C -2.770 0.904 7.224
C -3.492 1.893 7.884
C -4.861 1.999 7.697
C -5.509 1.117 6.839
C -4.787 0.140 6.174
C -3.286 -2.775 6.228
C -4.100 -3.624 5.491
C -4.702 -4.722 6.097
C -4.501 -4.972 7.445
C -3.687 -4.124 8.188
C -3.080 -3.037 7.582
H -1.700 0.803 7.360
H -2.979 2.583 8.545
H -5.424 2.770 8.210
H -6.578 1.199 6.682
H -5.283 -0.532 5.484
H -4.247 -3.417 4.438
H -5.328 -5.383 5.509
H -4.971 -5.827 7.917
H -3.520 -4.318 9.242
H -2.423 -2.387 8.148
```

Atomic partial charges in e from the Mulliken method, atoms 1 to 4: number 1, Mg, carries 0.99; number 2, O, carries -0.20; number 3, C, carries 0.22; number 4, O, carries -0.58